The following is a quantum chemistry calculation of a single CH3IOS2 molecule, from the OMol25 dataset.

spin multiplicity	1
frontier orbital gap (alpha / beta)	6.346 / 7.437	eV
total energy	-1209.14161	Ha
total charge	0
energy above the lowest of the compared OMol25 structures with the same formula, charge and spin	32.29	kcal/mol
molecular weight	222.07	g mol⁻¹

The geometry in XYZ format:
```
8
Properties=species:S:1:pos:R:3:forces:R:3:nbo_charge:R:1
C 0.23884 0.02383 -0.09236 0.45 -0.94 -0.25 -0.74
O -0.74166 2.75480 0.80867 -0.50 -0.23 0.53 -0.82
S 1.43741 1.34830 -0.58992 -0.24 -1.43 0.21 0.14
S 0.45209 3.04650 0.01562 0.35 0.27 -0.27 0.88
I 3.72051 -0.25707 -0.03345 0.13 0.02 0.19 -0.21
H 0.52964 -1.03627 -0.34804 0.47 1.51 0.22 0.27
H -0.60449 0.22666 -0.66839 -1.47 0.37 -1.37 0.23
H -0.19315 0.03589 0.89601 0.80 0.43 0.74 0.25
```
Forces are in eV/Å.